Record 1
DFT (ωB97M-V with the def2-TZVPD basis set) results for C5H10N2O in the gas phase in a non-equilibrium geometry.

Last column: natural (NBO) charge in e.
Element x y z (Å)
1 C -1.815 -0.228 0.415  -0.609
2 N -0.116 0.730 -1.042  -0.189
3 C -0.386 -0.297 -0.084  0.021
4 N 0.688 0.377 -2.066  -0.655
5 C 0.202 -1.567 -0.063  -0.019
6 C 0.662 0.986 0.556  -0.090
7 C 0.253 1.745 1.574  -0.469
8 O 1.527 -1.740 -0.491  -0.726
9 H 1.666 -2.671 -0.684  0.485
10 H 1.341 -0.394 -1.951  0.396
11 H 0.755 1.060 -2.807  0.384
12 H -0.188 -2.329 0.598  0.173
13 H 1.718 0.882 0.333  0.213
14 H -2.459 -0.836 -0.221  0.231
15 H -1.871 -0.587 1.444  0.215
16 H -2.179 0.798 0.398  0.228
17 H -0.777 1.814 1.901  0.198
18 H 0.980 2.256 2.190  0.211

The spin multiplicity is 1. The highest occupied orbital energy (spin up / spin down) is -6.72 / -6.39 eV. The calculated total energy comes out at -381.06726 a.u.

=====

Record 2
DFT (ωB97M-V with the def2-TZVPD basis set) results for 2 unconnected molecules or ions with the total composition C5H10N2O.

Last column: natural (NBO) charge in e.
Element x y z (Å)
1 O -0.006 1.035 -1.862  -0.526
2 C 0.244 1.918 -1.086  0.440
3 C -0.657 2.301 0.061  -0.337
4 N 0.144 2.756 1.194  -0.828
5 H 1.174 2.509 -1.172  0.115
6 H -1.260 3.145 -0.287  0.218
7 H -1.331 1.465 0.265  0.198
8 H -0.439 3.222 1.876  0.364
9 H 0.556 1.962 1.672  0.357
10 C -0.310 -1.809 -0.304  -0.035
11 C -1.343 -1.584 0.498  -0.475
12 C 1.407 -2.618 0.985  -0.045
13 N 0.689 -2.762 -0.039  -0.395
14 H -0.205 -1.304 -1.256  0.226
15 H -1.463 -2.133 1.423  0.198
16 H -2.115 -0.888 0.204  0.205
17 H 2.159 -3.367 1.210  0.174
18 H 1.300 -1.760 1.656  0.145

The spin multiplicity is 1. The highest occupied orbital energy is -9.15 eV. Its SMILES is C=CN=C.NCC=O. The calculated total energy comes out at -381.19182 a.u.

=====

- Which value of calculated total energy does entry 2 give?
  -381.19182 a.u.